Record 1
Entry from the OMol25 dataset: C5H6FNO2 in the gas phase at a distorted geometry (ωB97M-V with the def2-TZVPD basis set).

XYZ file:
```
15
Properties=species:S:1:pos:R:3:nbo_charge:R:1
C -1.2017 0.4450 -1.0877 -0.12
C -0.0806 0.1642 -1.8616 -0.31
C -1.3989 0.7239 0.3239 -0.35
C 1.2523 -0.3768 -1.6134 0.02
C -0.5507 0.0544 1.1819 0.18
N 1.6476 -1.0946 -0.6715 -0.04
O 0.2561 -0.3904 3.3230 -0.42
O -0.7376 0.2733 2.5433 -0.25
F 3.0280 -1.4012 -0.6850 -0.26
H -2.0665 0.6946 -1.8165 0.22
H -0.0452 0.3281 -2.9422 0.22
H -2.1999 1.3729 0.6314 0.23
H 2.0091 -0.0032 -2.3351 0.19
H 0.3736 -0.2828 0.8291 0.22
H -0.2856 -0.5072 4.1804 0.47
```

HOMO level, eV: -8.42
Kohn-Sham gap, Ha: 0.305
Structure (SMILES): OO/C=C/C=C\C=N\F
Energy above the lowest of the compared OMol25 structures with the same formula, charge and spin, kcal per mole: 154.7
Net charge: 0

***

Record 2
Entry from the OMol25 dataset: 2 unconnected molecules or ions with the total composition C7H12N2O at a distorted geometry (ωB97M-V with the def2-TZVPD basis set).

XYZ file:
```
22
Properties=species:S:1:pos:R:3:nbo_charge:R:1
N 3.0964 1.4368 -0.2728 -0.80
C 2.1863 0.4361 0.2582 -0.15
C 1.2284 -0.0921 -0.7539 0.28
N 0.5423 -0.5211 -1.5820 -0.36
C 2.9703 -0.7221 0.8826 -0.20
C 3.8098 -0.4267 2.1603 -0.39
C 3.0824 -1.5684 2.8716 -0.22
C 1.6169 -1.2769 2.9216 -0.42
C 2.2079 -1.8047 1.6447 -0.23
H 3.6468 1.0685 -1.0448 0.36
H 2.6032 2.2591 -0.6078 0.37
H 1.5731 0.9154 1.0362 0.23
H 3.6071 -1.1705 0.1072 0.22
H 4.8808 -0.6056 2.0070 0.22
H 3.6706 0.5672 2.6123 0.21
H 3.5528 -2.3142 3.5125 0.22
H 1.0128 -2.0002 3.4707 0.23
H 1.2658 -0.2437 3.0029 0.20
H 1.8835 -2.7526 1.2154 0.23
O -2.5881 0.1581 -0.9912 -0.95
H -2.0990 0.2607 -0.1473 0.47
H -1.9759 -0.2731 -1.6052 0.49
```

HOMO level, eV: -10.10
Kohn-Sham gap, Ha: 0.396
Structure (SMILES): N#C[C@H](N)[C@H]1C[C@H]2C[C@H]21.O
Energy above the lowest of the compared OMol25 structures with the same formula, charge and spin, kcal per mole: 47.9
Net charge: 0

***

Record 3
Entry from the OMol25 dataset: 2 unconnected molecules or ions with the total composition C10H16 at a distorted geometry (ωB97M-V with the def2-TZVPD basis set).

XYZ file:
```
26
Properties=species:S:1:pos:R:3:nbo_charge:R:1
C 1.3620 3.8273 2.0672 -0.62
C 0.6157 0.7460 -0.0684 -0.29
C 0.6478 2.1158 0.3477 -0.46
C 1.5246 -0.1837 0.3986 -0.26
C 1.5120 2.4671 1.4255 -0.03
C 2.3946 0.1717 1.4597 -0.44
C 2.3671 1.5181 1.9379 -0.30
H 0.0528 0.5569 -0.9729 0.17
H -0.0772 2.8130 -0.0380 0.17
H 1.4066 -1.1905 -0.0078 0.17
H 3.0268 -0.5826 1.9123 0.17
H 2.2745 4.0094 2.6487 0.19
H 0.5062 3.8118 2.7511 0.19
H 3.1011 1.7721 2.7035 0.17
H 1.1436 4.6289 1.3461 0.18
C -1.4360 -2.1528 -1.9818 -0.40
C -2.7964 -2.6843 -2.5179 -0.60
C -1.5128 -2.1872 -0.4749 -0.61
H -0.7575 -2.8621 -2.4461 0.19
H -1.1955 -1.1949 -2.4369 0.21
H -2.7441 -3.7524 -2.6937 0.19
H -1.7454 -3.1904 -0.1166 0.18
H -0.5865 -2.0904 0.0788 0.24
H -2.3672 -1.6293 -0.1133 0.20
H -3.6162 -2.5849 -1.8052 0.19
H -3.1007 -2.1525 -3.4036 0.20
```

HOMO level (spin up / spin down), eV: 1.00 / -3.22
Kohn-Sham gap (spin up / spin down), Ha: 0.088 / 0.243
Spin multiplicity: 2
Expectation value of S²: 0.761
Energy above the lowest of the compared OMol25 structures with the same formula, charge and spin, kcal per mole: 15.9
Net charge: -1

***

Record 4
Entry from the OMol25 dataset: a molecular structure, C38H27BrCl2F4O2PPtS2Te at a distorted geometry (ωB97M-V with the def2-TZVPD basis set).

XYZ file:
```
79
Properties=species:S:1:pos:R:3:lowdin_charge:R:1
Pt 0.4176 1.2901 -1.0999 0.34
F 6.3884 0.9480 2.8759 0.17
C 5.1313 0.9650 2.4921 -0.13
C 4.1187 0.8787 3.4160 -0.14
F 4.3978 0.7705 4.7029 0.16
C 2.8071 0.8928 2.9972 -0.21
F 1.8964 0.7229 3.9539 0.10
C 2.4331 1.0381 1.6627 -0.25
P 0.6335 1.1443 1.2181 0.98
C -0.0718 -0.3094 2.0116 -0.36
C 0.6655 -1.4796 2.1676 -0.09
C 0.0694 -2.6052 2.7188 -0.04
C -1.2656 -2.5668 3.1038 -0.05
C -2.0070 -1.4044 2.9344 -0.05
C -1.4156 -0.2773 2.3804 -0.08
C -0.0341 2.5702 2.1352 -0.33
C -0.1897 2.5589 3.5290 -0.08
C -0.6524 3.6878 4.1859 -0.06
C -1.0037 4.8266 3.4694 -0.06
C -0.9286 4.8176 2.0857 -0.06
C -0.4439 3.6961 1.4235 -0.13
C 3.4926 1.0808 0.7414 -0.54
Br 3.2737 1.1123 -1.1248 0.89
C 4.8097 1.0445 1.1559 -0.27
F 5.7984 1.0806 0.2704 0.09
H 1.7022 -1.5195 1.8552 0.09
H 0.6460 -3.5150 2.8398 0.12
H -1.7349 -3.4529 3.5174 0.11
H -3.0503 -1.3747 3.2280 0.12
H -1.9949 0.6277 2.2294 0.11
H 0.0195 1.6685 4.1013 0.10
H -0.7384 3.6727 5.2669 0.11
H -1.3586 5.7089 3.9915 0.11
H -1.2415 5.6840 1.5146 0.11
H -0.4130 3.6970 0.3507 -0.03
Cl 0.4733 1.2931 -3.7602 0.69
C 0.4940 2.9702 -4.2461 -0.62
C 0.3516 3.2505 -5.5938 -0.10
C 0.3853 4.5642 -6.0082 -0.07
C 0.5630 5.5738 -5.0787 -0.09
C 0.7056 5.2686 -3.7359 -0.68
Cl 0.9299 6.5556 -2.6042 0.69
C 0.6662 3.9449 -3.2772 -0.66
S 0.8462 3.6433 -1.5509 0.58
H 0.2251 2.4411 -6.3058 0.11
H 0.2832 4.8031 -7.0598 0.12
H 0.5985 6.6124 -5.3872 0.11
Te -1.9157 0.0108 -1.8170 1.53
C -3.7705 0.5338 -1.1532 -0.89
C -4.1957 1.4536 -0.2175 -0.21
C -5.5993 1.4906 -0.1051 -0.17
C -6.2167 0.5966 -0.9450 -0.40
S -5.1074 -0.2898 -1.8719 0.97
H -3.5212 2.0815 0.3561 0.10
H -6.1365 2.1537 0.5629 0.11
H -7.2789 0.4145 -1.0572 0.08
C 0.9147 -7.3594 -1.1710 -0.03
C 0.6176 -5.8849 -1.0638 -0.24
C -0.6652 -5.3927 -1.2603 0.01
C -0.9558 -4.0357 -1.2014 -0.17
C -2.3926 -3.6065 -1.4280 -0.03
C 0.1031 -3.1370 -0.9579 -0.05
C 1.4119 -3.6197 -0.7275 -0.17
C 2.5823 -2.7120 -0.4192 -0.03
C 1.6348 -4.9825 -0.7829 0.00
C -0.1409 -1.6697 -1.0242 -0.56
O -1.2726 -1.1617 -0.6009 -0.47
O 0.6912 -0.9211 -1.6178 -0.18
H -0.0002 -7.9507 -1.2079 0.08
H 1.5169 -7.6982 -0.3246 0.09
H 1.4876 -7.5607 -2.0802 0.09
H -1.4758 -6.0841 -1.4721 0.12
H -3.0092 -4.4717 -1.6697 0.09
H -2.4713 -2.8881 -2.2456 0.05
H -2.7973 -3.1226 -0.5405 0.09
H 2.3011 -1.9155 0.2696 0.04
H 2.9416 -2.2305 -1.3269 0.08
H 3.4004 -3.2830 0.0194 0.09
H 2.6407 -5.3581 -0.6128 0.13
```

HOMO level (spin up / spin down), eV: -9.85 / -9.84
Kohn-Sham gap (spin up / spin down), Ha: 0.209 / 0.212
Energy above the lowest of the compared OMol25 structures with the same formula, charge and spin, kcal per mole: 35.9
Net charge: +1

***

Record 5
Entry from the OMol25 dataset: a molecular structure, C7H25BeN12O9 at a distorted geometry (ωB97M-V with the def2-TZVPD basis set).

XYZ file:
```
54
Properties=species:S:1:pos:R:3:nbo_charge:R:1
Be 0.1767 -0.0368 0.0990 1.72
O -1.4212 -3.9648 1.7948 -0.69
C -0.5541 -3.0057 2.3163 0.96
O -0.3628 -1.8388 1.7991 -0.91
O 0.1209 -3.3890 3.2949 -0.73
H -1.5775 -3.5614 0.9378 0.47
C -2.7508 1.7754 0.8359 0.77
O -1.6116 1.5066 0.6185 -0.72
N -3.5839 1.7237 -0.1302 -0.81
N -3.2703 2.3577 1.8810 -0.82
H -3.1738 1.4210 -1.0021 0.41
H -4.5449 2.0341 -0.1114 0.39
H -2.6763 2.6767 2.6330 0.41
H -4.2758 2.3724 1.9751 0.39
C 0.5865 2.8107 -2.1977 0.77
O 0.4769 1.9216 -1.3485 -0.74
N -0.0044 2.8903 -3.3315 -0.80
N 1.2989 3.8666 -2.0742 -0.80
H -0.5225 2.0676 -3.6049 0.40
H -0.0966 3.7633 -3.8308 0.40
H 1.5502 4.5377 -2.7859 0.40
H 1.7502 3.9721 -1.1767 0.41
C -2.7754 -1.1602 -1.7335 0.76
O -1.8289 -0.7025 -1.1457 -0.72
N -3.9465 -1.4666 -1.2227 -0.81
N -2.7875 -1.4058 -2.9725 -0.79
H -3.9928 -1.6379 -0.2284 0.42
H -4.5803 -1.8128 -1.9288 0.38
H -3.5578 -1.9940 -3.2566 0.38
H -2.1245 -1.0376 -3.6396 0.40
C 1.7494 -1.0301 -2.7301 0.79
O 0.9025 -1.2748 -1.8219 -0.75
N 3.0283 -1.2223 -2.6062 -0.80
N 1.4791 -0.5314 -3.9445 -0.82
H 3.3159 -1.6408 -1.7331 0.43
H 3.7416 -1.0432 -3.2984 0.40
H 0.5272 -0.5137 -4.2816 0.40
H 2.2792 -0.4376 -4.5537 0.39
C 0.6277 1.1250 3.4139 0.78
O 0.7815 1.1551 2.1581 -0.77
N 0.2246 -0.0015 3.9872 -0.83
N 0.6198 2.1471 4.2135 -0.82
H -0.0549 -0.6489 3.2642 0.46
H 0.1801 -0.1116 4.9902 0.40
H 0.7357 2.1738 5.2165 0.41
H 0.7310 3.0200 3.7179 0.40
C 3.2582 -1.7555 1.2818 0.76
O 2.4514 -1.3589 0.5156 -0.72
N 3.0706 -2.5146 2.3013 -0.81
N 4.5192 -1.6074 1.3227 -0.80
H 3.9018 -2.9080 2.7189 0.37
H 2.0991 -2.6513 2.5413 0.45
H 5.0485 -1.0469 0.6702 0.39
H 4.8431 -2.0062 2.1923 0.38
```

HOMO level, eV: -10.24
Kohn-Sham gap, Ha: 0.282
Energy above the lowest of the compared OMol25 structures with the same formula, charge and spin, kcal per mole: 124.8
Net charge: +1

***

Record 6
Entry from the OMol25 dataset: C17H23NO6S in the gas phase at a distorted geometry (ωB97M-V with the def2-TZVPD basis set).

XYZ file:
```
48
Properties=species:S:1:pos:R:3:nbo_charge:R:1
O 1.7802 -0.1959 0.0393 -0.61
O -0.2221 2.8561 6.3446 -0.37
O -2.5366 -1.1240 0.9364 -0.92
O -0.4962 -2.3805 1.0549 -0.92
O 1.5674 1.6497 6.4965 -0.37
O 1.3941 -1.7988 -1.5144 -0.49
C 1.0238 -0.7687 -0.7245 0.81
C -0.9442 1.7719 3.9673 -0.12
C 1.0611 0.3949 4.0897 -0.16
C -1.3000 1.1623 2.7627 -0.22
C 0.6604 -0.2418 2.9590 -0.19
C 0.2192 1.4116 4.6784 0.02
C -0.5156 0.0814 2.2864 -0.23
N 0.5469 2.0111 5.9039 0.50
C 3.0039 -3.5716 -1.7967 -0.62
C 3.5295 -1.2553 -2.6345 -0.63
C -2.3781 1.0671 -2.9695 -0.40
C -2.4671 2.2399 -1.9750 -0.40
C -2.5647 -0.2860 -2.2748 -0.42
C -1.8178 1.9981 -0.6090 -0.41
C -1.1957 -0.8800 -1.9149 -0.40
C -0.4525 1.3036 -0.7039 -0.42
C 2.7829 -2.0875 -1.5696 0.09
C -0.4332 -0.2920 -0.6912 -0.33
S -1.0555 -1.0184 0.8786 2.08
H -1.5499 2.5665 4.3676 0.24
H 1.9536 0.0773 4.6174 0.25
H -2.2273 1.3778 2.2107 0.25
H 1.3182 -1.0442 2.5692 0.26
H 4.0522 -3.7525 -1.9130 0.22
H 2.6199 -4.0876 -0.9223 0.22
H 2.4952 -3.9748 -2.6574 0.21
H 3.1734 -1.4892 -3.6372 0.21
H 3.4256 -0.1786 -2.4255 0.22
H 4.5983 -1.4894 -2.6461 0.22
H -3.1200 1.2446 -3.7651 0.22
H -1.3960 1.1283 -3.4824 0.19
H -1.9967 3.1068 -2.4348 0.20
H -3.5224 2.5348 -1.8050 0.21
H -3.1445 -0.9322 -2.9506 0.22
H -3.1893 -0.1668 -1.4102 0.23
H -1.7842 2.9589 -0.0998 0.22
H -2.4913 1.3512 0.0006 0.21
H -0.5410 -0.7369 -2.8122 0.22
H -1.3283 -1.9454 -1.7844 0.24
H 0.1100 1.6417 -1.6104 0.23
H 0.1115 1.6808 0.1546 0.24
H 3.2430 -1.9184 -0.5835 0.20
```

HOMO level, eV: -10.52
Kohn-Sham gap, Ha: 0.338
Structure (SMILES): CC(C)OC(=O)C1(S(=O)(=O)c2ccc([N+](=O)[O-])cc2)CCCCCC1
Energy above the lowest of the compared OMol25 structures with the same formula, charge and spin, kcal per mole: 0.0
Net charge: 0